Here is C25H17F4HfN3O6S as an isolated structure from the Open Molecules 2025 dataset. Energies are from ωB97M-V with the def2-TZVPD basis set.

Output
LUMO level ... -0.0258 hartree
Frontier orbital gap ... 8.49 eV
Total charge ... 0
Energy relative to the best compared isomer or geometry (same formula, charge and spin) ... 7.8 kcal per mole

Cartesian coordinates (Å):
Hf (-1.942, -2.005, -1.267)
C (-1.354, 5.298, 1.498)
C (-1.649, 4.150, 2.451)
C (-0.909, 4.244, 3.776)
C (0.590, 4.105, 3.567)
C (0.893, 2.840, 2.810)
C (2.103, 2.201, 2.942)
C (2.359, 1.019, 2.249)
F (3.560, 0.441, 2.425)
C (1.442, 0.441, 1.426)
C (0.200, 1.077, 1.267)
C (-0.786, 0.490, 0.369)
O (-0.489, -0.578, -0.234)
C (-2.019, 1.179, 0.244)
C (-2.228, 2.306, 0.987)
N (-1.323, 2.857, 1.802)
C (-0.075, 2.264, 1.957)
C (-3.147, 0.666, -0.607)
O (-4.298, 0.927, -0.350)
O (-2.710, -0.090, -1.591)
H (-1.544, 6.253, 1.990)
H (-1.985, 5.240, 0.610)
H (-0.315, 5.283, 1.165)
H (-2.720, 4.106, 2.651)
H (-1.263, 3.450, 4.438)
H (-1.155, 5.196, 4.247)
H (1.114, 4.091, 4.523)
H (0.977, 4.967, 3.016)
H (2.867, 2.604, 3.595)
H (1.641, -0.488, 0.911)
H (-3.186, 2.810, 0.933)
O (-2.134, -4.193, -4.600)
C (-1.697, -3.387, -3.821)
O (-2.366, -2.435, -3.215)
C (-0.222, -3.371, -3.457)
C (0.614, -4.380, -3.975)
C (1.931, -4.337, -3.647)
C (2.423, -3.262, -2.866)
C (3.798, -3.128, -2.558)
C (4.246, -2.053, -1.848)
C (3.337, -1.058, -1.429)
C (2.002, -1.170, -1.698)
C (1.514, -2.289, -2.406)
N (0.167, -2.397, -2.669)
H (0.169, -5.149, -4.588)
H (2.619, -5.102, -3.987)
H (4.485, -3.890, -2.903)
H (5.298, -1.954, -1.615)
H (3.702, -0.191, -0.892)
H (1.299, -0.413, -1.391)
O (-2.712, -1.751, 0.871)
S (-4.093, -2.256, 0.474)
N (-4.062, -2.736, -0.920)
F (0.439, -4.304, -0.525)
C (-0.688, -3.675, -0.164)
F (-1.750, -4.342, -1.031)
F (-0.970, -4.119, 1.064)